Computed, not measured: C5H11N in the gas phase, with ωB97M-V with the def2-TZVPD basis set.

Each line ends with the Mulliken charge.
Element x y z (Å)
C  -0.24854  0.90066  0.73744  -0.844
H  -0.50655  1.87711  0.32934  0.334
H  -2.40048  0.38040  0.49858  0.352
C  1.65642  0.99605  -0.93478  -0.889
H  -1.50566  -1.34986  1.88128  0.246
H  1.49782  -1.46907  -1.06599  0.297
C  -1.54312  -0.21656  0.18765  -0.750
H  -0.84856  -2.10299  0.57899  0.254
C  1.00774  0.30224  0.19282  0.575
H  1.08614  1.68764  -1.53810  0.264
H  -0.27469  0.93133  1.82910  0.342
C  0.84956  -0.60550  -0.97015  -0.967
H  1.67304  -0.06769  0.96941  0.345
H  0.09233  -0.56576  -1.73914  0.294
H  -1.68554  -0.35255  -0.88234  0.383
N  -1.57969  -1.47067  0.87848  -0.529
H  2.72978  1.12523  -0.95259  0.291

Calculated values
gap between HOMO and LUMO: 9.726 eV
LUMO level: 1.23 eV
SMILES: NCCC1CC1
ΔE to the lowest compared entry with this formula, charge and spin: 269.1 kJ/mol


Computed, not measured: C5H11N in the gas phase, with ωB97M-V with the def2-TZVPD basis set.

Each line ends with the Mulliken charge.
Element x y z (Å)
H  -0.88460  1.05574  -1.36176  0.440
H  0.08033  -3.44322  -0.58961  0.353
H  1.67622  -1.06665  0.76967  0.236
C  -0.35001  1.43883  -0.55446  -0.801
C  -0.46010  -0.78546  0.28965  -0.383
H  -1.36770  -1.25896  -0.05839  0.371
H  0.24639  0.89946  1.54582  0.274
H  1.30335  -2.40644  -1.34308  0.226
H  -1.56183  0.69015  1.33123  0.292
H  -1.30961  3.20199  -0.07683  0.242
N  -0.37509  2.84487  -0.39516  -0.535
C  -0.55232  0.63094  0.82565  -0.526
H  1.69626  -3.35850  0.14394  0.317
H  0.41014  3.23222  0.11273  0.240
C  0.92593  -2.84337  -0.39740  -1.084
H  0.63022  1.05434  -0.85823  0.375
C  0.72092  -1.52665  0.36166  -0.037

Calculated values
gap between HOMO and LUMO: 9.574 eV
LUMO level: 1.21 eV
SMILES: C/C=C/CCN
ΔE to the lowest compared entry with this formula, charge and spin: 165.9 kJ/mol